Here is C25H48Cl3GaN4O4Si as an isolated structure from the OMol25 dataset. Energies are from ωB97M-V with the def2-TZVPD basis set.

Computed properties:
Energy ... -5096.3906 hartree
Lowest unoccupied orbital energy ... 0.29 eV
Total charge ... 0
Highest occupied orbital energy ... -8.13 eV
Gap between HOMO and LUMO ... 8.42 eV

Each line ends with the Löwdin charge.
Cartesian coordinates (Å):
C 1.00328 3.33890 -2.73918  -0.048
C -0.37501 2.82733 -2.45107  -0.224
H 1.01805 3.89035 -3.68874  0.066
H 1.72236 2.50073 -2.80661  0.037
H 1.36539 4.02129 -1.94218  0.097
C -1.41586 2.92292 -3.29214  -0.113
C -1.33714 3.46847 -4.66784  -0.102
H -2.40254 2.61234 -2.96542  0.102
H -0.32278 3.46739 -5.08099  0.065
H -1.71720 4.49510 -4.72442  0.080
H -1.96827 2.87632 -5.33362  0.069
Ga 1.49341 0.28363 0.00062  -0.195
Cl 2.23750 1.96274 1.15123  0.309
Cl 2.67916 -0.99967 -1.24979  0.438
H 1.10925 -3.65612 4.21553  0.090
H 2.82136 -2.47402 5.24110  0.095
C 1.35247 -3.37189 3.18816  0.001
C 3.25268 -2.18548 4.27243  -0.028
N 2.20612 -2.18045 3.24983  -0.153
H 0.44504 -3.13911 2.63020  0.094
C 2.15681 -1.19737 2.36729  -0.235
O 1.29594 -1.14512 1.42453  -0.076
H 3.67034 -1.18240 4.34549  0.092
H 2.89301 -0.40232 2.50660  0.106
H 1.87789 -4.21123 2.71370  0.105
H 4.06287 -2.89129 4.03338  0.101
H 0.55855 0.23333 -3.70001  0.089
H -2.31753 0.01149 -3.75034  0.080
C 0.45481 -0.86532 -3.75967  -0.049
C -2.00399 -1.03407 -3.86570  -0.058
N -0.78383 -1.26790 -3.12234  -0.180
H 1.33696 -1.34877 -3.31501  0.039
C -0.89349 -1.86053 -1.89849  -0.328
O -0.04843 -1.91933 -1.00304  -0.060
H -2.77919 -1.70221 -3.47824  0.087
H -1.90008 -2.31560 -1.77404  0.121
H 0.35625 -1.11922 -4.82247  0.084
H -1.81397 -1.23054 -4.92242  0.085
O 0.11898 0.92438 -1.08907  -0.212
C -0.51795 2.17109 -1.07195  -0.359
C -2.75752 0.95969 -0.91002  -0.046
C -1.97133 2.07107 -0.60538  -0.179
H -2.26377 0.09392 -1.37815  0.094
C -4.12431 0.97997 -0.61994  -0.083
H -0.01418 2.83780 -0.35534  0.104
C -2.51660 3.14809 0.09783  -0.044
H -4.72880 0.11287 -0.90480  0.100
C -4.67979 2.07883 0.03785  -0.103
C -3.87844 3.16581 0.39224  -0.095
H -1.83245 3.95579 0.36902  0.120
H -5.75107 2.08830 0.26317  0.097
H -4.29140 4.02678 0.91832  0.098
Si 5.31324 0.10262 -1.00477  0.151
Cl 4.04371 1.68417 -1.68229  0.285
C 5.43440 -1.67213 -1.71929  -0.268
C 5.27485 0.43875 0.83947  -0.247
C 7.17731 0.36182 -1.44024  -0.233
H 4.48439 -2.17941 -1.94141  -0.050
H 5.96116 -2.28323 -0.97048  0.040
H 6.02324 -1.67648 -2.64742  0.026
H 7.40261 0.01914 -2.45469  0.015
H 7.80312 -0.24828 -0.76461  0.036
H 7.53265 1.38751 -1.34915  0.015
H 4.24316 0.53756 1.19029  -0.087
H 5.76385 1.40317 1.04380  0.048
H 5.78465 -0.35938 1.38517  0.034
C -3.13252 -2.65364 0.77313  -0.058
N -3.29860 -2.01099 2.04373  -0.126
C -4.11446 -2.69380 3.02313  -0.069
C -2.52226 -0.89084 2.22803  -0.467
O -1.69039 -0.55986 1.36074  0.027
N -2.65330 -0.12637 3.36944  -0.129
C -3.77492 -0.11900 4.28729  -0.071
C -1.82339 1.05690 3.38213  -0.049
H -3.74531 -3.55574 0.75350  0.084
H -2.08006 -2.89309 0.58955  0.085
H -3.45566 -1.97688 -0.02959  0.077
H -3.57382 -2.86601 3.95948  0.086
H -5.04134 -2.15401 3.24793  0.077
H -4.38461 -3.66959 2.61087  0.082
H -3.71627 -0.95445 4.99464  0.077
H -3.74524 0.80581 4.86303  0.082
H -4.74194 -0.17299 3.76804  0.086
H -0.78400 0.77604 3.15877  0.086
H -2.15695 1.79337 2.62165  0.093
H -1.88886 1.52253 4.37998  0.087